Record 1
Formula: C4H3O3S
Source: the OMol25 dataset
Level of theory: the ωB97M-V functional and the def2-TZVPD basis

Output
Kohn-Sham gap in eV: 6.9074
Max |F| in eV/Å: 5.587
LUMO energy in Eh: 0.127
Energy above the lowest of the compared OMol25 structures with the same formula, charge and spin in kcal per mole: 69.2
HOMO in eV: -3.458

Structure (ORCA input):
```
! wB97M-V def2-TZVPD RIJCOSX def2/J DEFGRID3
* xyz -1 1
C -1.10600 0.07291 -0.04223
C -0.17145 -0.91349 0.04124
C 0.35014 1.20135 0.59248
C 1.16324 -0.07250 0.36508
O -0.29940 -2.10676 -0.11685
O 0.57251 2.31873 0.92348
O 2.22079 -0.19851 -0.61285
S -2.79051 0.13632 0.22007
H 1.42952 -0.48698 1.29252
H 1.88710 -0.05826 -1.58921
H -3.25595 0.10718 -1.07373
*
```

Record 2
Formula: C4H3O4
Source: the OMol25 dataset
Level of theory: the ωB97M-V functional and the def2-TZVPD basis

Output
Kohn-Sham gap in eV: 7.4479
Max |F| in eV/Å: 3.492
LUMO energy in Eh: 0.153
Energy above the lowest of the compared OMol25 structures with the same formula, charge and spin in kcal per mole: 108.7
HOMO in eV: -3.297

Structure (ORCA input):
```
! wB97M-V def2-TZVPD RIJCOSX def2/J DEFGRID3
* xyz -1 1
C 0.38940 0.02504 -0.58036
C -0.84856 0.31229 0.12239
C 2.10249 -0.65328 0.01375
C -2.07723 -0.18521 0.46720
O 2.74499 -0.63668 -0.98607
O 2.10902 -0.93824 1.18541
O 0.70369 1.46109 -0.46092
O -0.51640 1.66018 0.25397
H 0.42331 -0.19762 -1.57318
H -2.78275 0.35932 1.04423
H -2.24797 -1.20690 0.51358
*
```

Record 3
Formula: C4H3OP
Source: the OMol25 dataset
Level of theory: the ωB97M-V functional and the def2-TZVPD basis

Output
Kohn-Sham gap (alpha / beta) in eV: 7.7281 / 7.1387
Max |F| in eV/Å: 6.817
LUMO energy (alpha / beta) in Eh: -0.067 / -0.063
Energy above the lowest of the compared OMol25 structures with the same formula, charge and spin in kcal per mole: 106.9
HOMO (alpha / beta) in eV: -9.550 / -8.859

Structure (ORCA input):
```
! wB97M-V def2-TZVPD RIJCOSX def2/J DEFGRID3
* xyz 0 1
C -1.77263 -0.23463 -2.31826
C -0.57818 -0.16007 -1.95236
C 1.23636 0.11525 1.92013
C 0.31609 0.15174 0.91392
O 0.96528 0.41644 3.07716
P 0.96826 -0.47394 -1.26297
H -2.74985 -0.39684 -2.68277
H 2.20329 -0.24905 1.57268
H -0.58862 0.83110 0.73247
*
```

Record 4
Formula: C4H4
Source: the OMol25 dataset
Level of theory: the ωB97M-V functional and the def2-TZVPD basis

Output
Kohn-Sham gap in eV: 10.1651
SMILES string: C#CC=C
Max |F| in eV/Å: 4.585
LUMO energy in Eh: 0.032
Energy above the lowest of the compared OMol25 structures with the same formula, charge and spin in kcal per mole: 16.8
HOMO in eV: -9.307

Structure (ORCA input):
```
! wB97M-V def2-TZVPD RIJCOSX def2/J DEFGRID3
* xyz 0 1
C -2.00751 -0.27711 0.07390
C -0.91339 0.21156 -0.04549
C 0.43431 0.55843 -0.12371
C 1.40218 -0.34642 0.05415
H -3.01868 -0.28264 -0.09690
H 0.69416 1.73667 -0.34612
H 2.47433 -0.23543 0.20861
H 0.93461 -1.36507 0.27556
*
```

Record 5
Formula: C4H4
Source: the OMol25 dataset
Level of theory: the ωB97M-V functional and the def2-TZVPD basis

Output
Kohn-Sham gap (alpha / beta) in eV: 8.1244 / 7.9834
Max |F| in eV/Å: 5.278
LUMO energy (alpha / beta) in Eh: -0.003 / -0.046
Energy above the lowest of the compared OMol25 structures with the same formula, charge and spin in kcal per mole: 63.6
HOMO (alpha / beta) in eV: -8.199 / -9.228

Structure (ORCA input):
```
! wB97M-V def2-TZVPD RIJCOSX def2/J DEFGRID3
* xyz 0 3
C 2.32387 0.45179 -0.09345
C 1.14796 0.03319 -0.02539
C -2.03223 0.18821 -0.25076
C 0.05611 -0.66174 0.11637
H 3.31832 0.71340 -0.29878
H -2.91254 -0.14656 0.24786
H -1.87599 1.21774 0.16717
H -0.02550 -1.79604 0.13699
*
```

Record 6
Formula: C4H4AlLiO5
Source: the OMol25 dataset
Level of theory: the ωB97M-V functional and the def2-TZVPD basis

Output
Kohn-Sham gap (alpha / beta) in eV: 7.6387 / 7.6393
Max |F| in eV/Å: 8.296
LUMO energy (alpha / beta) in Eh: -0.405 / -0.405
Energy above the lowest of the compared OMol25 structures with the same formula, charge and spin in kcal per mole: 1.3
HOMO (alpha / beta) in eV: -18.657 / -18.659

Structure (ORCA input):
```
! wB97M-V def2-TZVPD RIJCOSX def2/J DEFGRID3
* xyz 2 1
O 0.62062 1.31246 1.46069
C 0.85660 0.18747 2.05170
O 1.84554 0.04353 2.77248
O -0.07873 -0.74294 1.92255
C -1.41930 -0.62876 2.47922
C -2.41527 -0.25885 1.39382
H -1.41804 0.13666 3.26757
H -1.59800 -1.62260 2.90950
H -3.04660 0.58377 1.72071
H -3.21365 -1.00608 1.51790
O -3.13812 -1.17404 -0.81003
O -1.54885 0.30798 -1.23079
C -2.39648 -0.50852 -1.51434
Li 2.42565 1.59208 1.89571
Al -0.84427 0.97914 0.30941
*
```

Record 7
Formula: C4H4BaO6
Source: the OMol25 dataset
Level of theory: the ωB97M-V functional and the def2-TZVPD basis

Output
Kohn-Sham gap (alpha / beta) in eV: 5.0126 / 6.5768
Max |F| in eV/Å: 3.947
LUMO energy (alpha / beta) in Eh: -0.200 / -0.200
Energy above the lowest of the compared OMol25 structures with the same formula, charge and spin in kcal per mole: 11.1
HOMO (alpha / beta) in eV: -10.444 / -12.008

Structure (ORCA input):
```
! wB97M-V def2-TZVPD RIJCOSX def2/J DEFGRID3
* xyz 1 2
O 3.00534 -0.57061 -0.54570
C 2.03028 0.01575 -0.00177
O 2.19816 1.13237 0.56939
O 0.84808 -0.57022 -0.04616
O -0.96950 -1.06244 1.16522
C -1.87048 -1.51832 0.22562
C -0.21005 -0.01250 0.70584
Ba 5.09620 1.17749 0.15989
H -2.83404 -1.76289 0.67092
H -1.42899 -1.90611 -0.69593
H 0.13124 0.64451 1.50993
C -1.37674 0.74028 -0.29603
O -2.13505 1.53184 0.20084
H -1.44174 1.45270 -2.04842
O -1.04272 0.70815 -1.57364
*
```

Record 8
Formula: C4H4Br2O
Source: the OMol25 dataset
Level of theory: the ωB97M-V functional and the def2-TZVPD basis

Output
Kohn-Sham gap (alpha / beta) in eV: 7.0477 / 7.0501
Max |F| in eV/Å: 5.736
LUMO energy (alpha / beta) in Eh: -0.045 / -0.045
Energy above the lowest of the compared OMol25 structures with the same formula, charge and spin in kcal per mole: 48.3
HOMO (alpha / beta) in eV: -8.277 / -8.278

Structure (ORCA input):
```
! wB97M-V def2-TZVPD RIJCOSX def2/J DEFGRID3
* xyz 0 1
C -0.71922 -0.57079 -0.64574
C -0.41202 -1.44773 0.41019
C -0.14283 0.75474 -0.50422
C 1.04876 0.78127 0.48311
O 0.50748 -1.14731 1.26020
Br -1.57786 2.09353 0.10642
Br 2.66869 0.22495 -0.21753
H -1.39680 -0.63008 -1.37027
H -1.09102 -2.34099 0.47206
H 0.02109 1.06741 -1.50150
H 1.09372 1.21501 1.50728
*
```

Record 9
Formula: C4H4BrCl3O
Source: the OMol25 dataset
Level of theory: the ωB97M-V functional and the def2-TZVPD basis

Output
Kohn-Sham gap in eV: 9.9409
Max |F| in eV/Å: 6.542
LUMO energy in Eh: 0.012
Energy above the lowest of the compared OMol25 structures with the same formula, charge and spin in kcal per mole: 34.8
HOMO in eV: -9.605

Structure (ORCA input):
```
! wB97M-V def2-TZVPD RIJCOSX def2/J DEFGRID3
* xyz 0 1
C 0.26423 -0.26755 0.09102
C 1.32080 0.61717 0.67837
C 0.26072 -0.85133 -1.24734
C -1.57582 0.34528 0.85607
O 1.12242 -0.72368 1.08788
Cl 0.85084 1.90565 1.76064
Cl -2.54256 -1.19325 0.72818
Cl -1.95098 1.50605 -0.46435
Br 2.91257 0.95012 -0.32355
H -0.35797 -0.36042 -2.05881
H -0.01013 -1.87414 -1.23655
H 1.28324 -0.90939 -1.63119
H -1.57736 0.85550 1.75963
*
```

Record 10
Formula: C4H4BrF3N2
Source: the OMol25 dataset
Level of theory: the ωB97M-V functional and the def2-TZVPD basis

Output
Kohn-Sham gap (alpha / beta) in eV: 7.9317 / 7.8696
Max |F| in eV/Å: 5.064
LUMO energy (alpha / beta) in Eh: -0.024 / -0.027
Energy above the lowest of the compared OMol25 structures with the same formula, charge and spin in kcal per mole: 11.8
HOMO (alpha / beta) in eV: -8.579 / -8.613

Structure (ORCA input):
```
! wB97M-V def2-TZVPD RIJCOSX def2/J DEFGRID3
* xyz 0 1
C -0.27158 -0.26963 -1.65553
C -0.34781 0.28676 1.16606
C -0.82418 -1.13418 -0.73702
C 1.09626 0.50291 1.15896
N 0.94859 -0.62036 -2.09519
N -1.43088 0.54627 1.69722
F 1.76388 -0.54807 1.26211
F 1.51112 1.38151 2.15329
F 1.50481 1.14414 0.03707
Br -2.65257 -1.12290 -0.39144
H -0.82762 0.60862 -1.78291
H -0.28609 -2.05052 -0.51363
H 1.28280 0.14192 -2.74738
H -1.46673 1.13355 2.44837
*
```

Record 11
Formula: C4H4BrN3
Source: the OMol25 dataset
Level of theory: the ωB97M-V functional and the def2-TZVPD basis

Output
Kohn-Sham gap in eV: 8.8595
SMILES string: N#C/C(Br)=N\N1CC1
Max |F| in eV/Å: 3.653
LUMO energy in Eh: 0.001
Energy above the lowest of the compared OMol25 structures with the same formula, charge and spin in kcal per mole: 65.8
HOMO in eV: -8.834

Structure (ORCA input):
```
! wB97M-V def2-TZVPD RIJCOSX def2/J DEFGRID3
* xyz 0 1
N -3.14900 -1.81030 -3.42306
C -2.86490 -0.70913 -3.35996
C -2.15455 0.47622 -2.97434
Br -2.19624 1.82487 -4.23010
N -1.35614 0.67112 -1.95342
N -0.92504 0.19608 -0.83179
C -0.00368 -0.72860 -0.03421
C 0.24978 0.72409 -0.21470
H 0.71258 -1.52233 -0.63322
H -0.63472 -1.13958 0.85526
H 0.11589 1.35144 0.60978
H 1.01531 1.15431 -0.89028
*
```

Record 12
Formula: C4H4BrN3
Source: the OMol25 dataset
Level of theory: the ωB97M-V functional and the def2-TZVPD basis

Output
Kohn-Sham gap (alpha / beta) in eV: 7.4268 / 8.0796
Max |F| in eV/Å: 5.598
LUMO energy (alpha / beta) in Eh: 0.006 / -0.102
Energy above the lowest of the compared OMol25 structures with the same formula, charge and spin in kcal per mole: 0.0
HOMO (alpha / beta) in eV: -7.266 / -10.853

Structure (ORCA input):
```
! wB97M-V def2-TZVPD RIJCOSX def2/J DEFGRID3
* xyz 0 3
C 0.54890 2.77649 -1.44548
C -0.12250 0.38840 -0.65410
C 0.08358 0.00970 0.89887
C -0.20424 2.08337 -0.47712
N 1.15120 3.20422 -2.34888
N 0.52647 1.26821 1.54963
N 0.36435 2.27597 0.88014
Br -2.07585 2.80699 -0.33659
H 0.74012 0.24895 -1.23786
H -0.96176 0.03184 -1.11109
H -0.93547 -0.38393 1.39107
H 0.92627 -0.70970 1.15981
*
```